# 1
# C28H52ClKLiMgO12P

A molecular structure, C28H52ClKLiMgO12P (wB97M-V/def2-TZVPD, the OMol25 dataset).

The geometry in ORCA input format:
```
! wB97M-V def2-TZVPD RIJCOSX def2/J DEFGRID3
* xyz 0 1
C 6.69726 -0.16271 -0.71906
C 5.86509 -1.29954 0.06409
C 4.28577 -0.92344 -0.08035
C 3.82361 -1.41566 -1.54340
P 3.34530 -1.76991 1.34992
C 1.60833 -2.27215 0.74925
O 0.75162 -1.11184 0.66845
C -0.40837 -1.34739 -0.10940
C -0.97234 -2.78881 -0.38744
C -2.23633 -3.04345 -1.28715
C -2.71105 -4.57197 -1.55666
C -2.95528 -1.79120 -1.87689
C -2.40359 -0.34556 -1.59467
C -1.12855 -0.08531 -0.71744
C -0.66043 1.44413 -0.56296
C 0.85954 1.54371 -1.14742
C -0.81071 2.07202 0.91013
H 6.85609 -0.53425 -1.78702
H 6.04572 0.77285 -0.76424
H 7.70182 0.04541 -0.18113
H 6.10111 -1.35193 1.19807
H 5.99630 -2.35383 -0.36993
H 4.10791 0.20134 -0.01633
H 3.07201 -0.65002 -1.94410
H 3.42197 -2.48091 -1.55751
H 4.73091 -1.35876 -2.25104
H 4.13131 -2.96291 1.61186
H 1.23524 -3.05957 1.50858
H 1.73743 -2.83838 -0.23479
H -0.49663 -3.78014 0.04727
H -2.56037 -5.12320 -0.55498
H -3.83804 -4.59742 -1.87482
H -2.02290 -5.12067 -2.31864
H -3.86824 -1.90244 -2.54560
H -2.96651 0.53496 -2.06412
H -1.31658 2.09673 -1.25442
H 1.52982 1.75852 -0.24948
H 1.08870 0.54806 -1.66406
H 0.89921 2.36104 -1.94470
H -0.49038 3.18114 0.82116
H -1.87173 2.08806 1.32503
H -0.10184 1.61438 1.68613
Mg 7.25746 0.40896 1.73923
C -3.15053 -0.69942 2.80303
O -3.82666 0.55137 2.82621
C -5.24476 0.40320 2.79726
C -5.85063 0.59878 4.18250
O -5.46860 -0.45112 5.06894
C -4.43238 -0.05688 5.95824
H -2.10075 -0.52517 3.04744
H -3.57068 -1.39571 3.53281
H -3.20705 -1.12843 1.79714
H -5.52737 -0.56836 2.37844
H -5.63244 1.18123 2.13171
H -6.94124 0.56157 4.09645
H -5.57943 1.57691 4.59522
H -4.83742 0.60766 6.72751
H -3.61506 0.44416 5.43344
H -4.03773 -0.95266 6.44099
C -1.31231 3.41232 4.23092
C -0.86161 4.80764 3.92281
O -1.68328 5.60274 4.76709
C -2.08201 4.81052 5.80050
O -2.64641 5.20895 6.77798
O -1.75527 3.50810 5.57852
H -0.50562 2.68374 4.13872
H -2.15111 3.09494 3.60454
H 0.18640 4.97754 4.18704
H -1.00970 5.07166 2.87474
C -0.81061 -7.66660 -4.11013
O -0.54199 -6.34301 -3.66986
H -1.58236 -7.63217 -4.88159
H 0.09679 -8.10764 -4.52825
H -1.16552 -8.27031 -3.27060
H 0.14382 -6.40292 -2.98777
Cl 0.63285 -5.12781 -0.19689
C 6.39696 4.39250 -1.61961
C 5.20212 3.47424 -1.85556
O 4.09507 3.93625 -1.48960
O 5.47755 2.37678 -2.38849
H 6.08611 5.33441 -1.15348
H 7.12246 3.90822 -0.96410
H 6.88484 4.62063 -2.57859
C 2.78114 2.48955 -4.29452
C 2.38533 1.93522 -5.65462
O 2.07501 2.78713 -6.52306
O 2.41609 0.68225 -5.74884
H 2.73222 3.58247 -4.28201
H 2.10773 2.10528 -3.52678
H 3.80198 2.18604 -4.05222
Li 5.57388 5.90140 -3.43416
C -6.05768 0.44514 -2.21704
O -5.20933 1.32019 -1.70811
H -5.82528 0.05070 -3.22697
H -6.20250 -0.49579 -1.64831
H -7.10895 0.77011 -2.35340
K -3.99372 -5.20546 -3.85504
*
```

Per-atom Löwdin charges, elementary charge units: -0.21 -0.36 -0.55 -0.10 0.94 -0.47 -0.16 -0.11 0.00 -0.18 -0.18 -0.02 0.03 -0.05 -0.33 -0.06 -0.09 0.11 0.06 -0.05 -0.03 0.13 0.10 0.08 0.08 0.08 -0.05 0.08 0.03 -0.15 0.10 -0.01 0.04 0.07 0.09 0.14 0.09 0.07 0.07 0.09 0.07 0.08 0.65 -0.10 -0.21 -0.19 -0.20 -0.20 -0.11 0.09 0.08 0.08 0.13 0.13 0.12 0.12 0.09 0.08 0.09 -0.14 -0.13 0.06 -0.55 0.15 0.06 0.13 0.12 0.14 0.13 -0.15 -0.16 0.07 0.08 0.08 0.06 -0.13 -0.08 -0.82 -0.06 -0.06 0.06 0.08 0.04 -0.03 -0.74 -0.02 0.01 0.07 0.04 0.06 0.88 -0.37 -0.15 0.06 0.07 0.09 0.95

***

# 2
# C28H52FMgN4O10P2SeSi4

A molecular structure, C28H52FMgN4O10P2SeSi4 (wB97M-V/def2-TZVPD, the OMol25 dataset).

The geometry in ORCA input format:
```
! wB97M-V def2-TZVPD RIJCOSX def2/J DEFGRID3
* xyz -1 1
Mg 0.35064 -1.52049 -3.57289
C -1.14173 -1.78694 -7.96643
C -0.36523 -2.47231 -6.85133
O 0.29062 -3.61182 -7.38593
P -1.50943 -3.01965 -5.48663
O -1.55160 -4.58001 -5.51445
O -2.97983 -2.58844 -5.94233
O -1.24486 -2.48432 -4.10892
P 0.87785 -1.25507 -6.19165
O 1.73841 -2.29100 -5.23129
O 1.65459 -0.66623 -7.29094
O 0.13073 -0.37748 -5.19766
H -1.92410 -2.43583 -8.35928
H -0.43114 -1.54178 -8.75392
H -1.59284 -0.86476 -7.60124
H 1.08184 -3.78633 -6.85987
H -1.09961 -5.02020 -4.73368
H -3.38463 -2.04214 -5.25710
H 2.06935 -1.61512 -4.55017
C 5.72632 -0.88403 2.33765
C 5.24790 0.41055 1.68221
N 3.94634 0.28943 1.07318
C 3.87717 0.00431 -0.27065
C 2.73369 -0.03634 -0.97744
C 2.96495 -0.36841 -2.43188
O 4.09084 -0.29198 -2.90965
O 1.94629 -0.75829 -3.11959
C 1.48484 0.27205 -0.27192
O 0.30278 0.15757 -0.98639
C 1.53515 0.70627 1.02074
C 0.45412 1.31889 1.78267
C 0.55291 1.50445 3.13545
F -0.51194 2.12044 3.77913
C 1.62873 1.12478 3.89962
C 2.79657 0.71545 3.15318
C 2.77672 0.58152 1.79536
N 1.70152 1.30328 5.32075
C 0.61199 0.70223 6.05565
C 0.95721 0.67170 7.53445
N 1.17087 2.10127 7.96395
C 2.29566 2.73444 7.18637
C 1.90825 2.68419 5.71876
H 6.69463 -0.74000 2.82209
H 5.82511 -1.66635 1.58467
H 5.00762 -1.22902 3.08101
H 5.95639 0.70523 0.90433
H 5.21210 1.22061 2.41690
H 4.81387 -0.18691 -0.77099
H -0.44333 1.68985 1.30959
H 3.69405 0.51828 3.72274
H 0.46271 -0.31062 5.68396
H -0.34205 1.24497 5.92956
H 1.89022 0.13812 7.70599
H 0.15862 0.25084 8.14421
H 1.32689 2.17439 8.96806
H 0.31491 2.61289 7.72961
H 3.18496 2.13166 7.36135
H 2.44338 3.74670 7.56192
H 2.71689 3.09963 5.11885
H 1.00954 3.30778 5.55466
Se 0.62410 -3.26427 -1.59392
C 0.04466 -4.63198 -2.62666
N -0.37106 -5.47768 -3.30613
C -2.59438 -0.58339 2.73039
Si -1.53888 -1.24830 1.30844
C 0.03948 -1.94539 2.05891
C -2.41411 -2.81075 0.70820
Si -1.29352 0.35906 -0.49551
Si -3.18063 -0.09364 -1.91198
C -4.40490 0.98398 -0.92387
C -4.07677 -1.75646 -1.85788
C -3.31853 0.52269 -3.69088
Si -1.31389 2.75766 -0.55895
C 0.42884 3.45412 -0.44190
C -2.35928 3.61946 0.75923
C -1.91469 3.37753 -2.23885
H -2.78739 -1.38285 3.45103
H -3.55976 -0.21357 2.37520
H -2.09569 0.23912 3.25048
H -0.23062 -2.80429 2.68099
H 0.59184 -1.22724 2.65517
H 0.70835 -2.30151 1.27254
H -2.10695 -3.65256 1.33264
H -2.13793 -3.05448 -0.31760
H -3.49808 -2.72928 0.75962
H -4.32553 0.80827 0.15369
H -5.42631 0.73944 -1.22593
H -4.25230 2.04898 -1.08982
H -4.43315 -1.94995 -0.84944
H -3.46513 -2.60793 -2.15358
H -4.95406 -1.70614 -2.50875
H -3.36272 1.60805 -3.71561
H -4.22749 0.13743 -4.16150
H -2.46112 0.23273 -4.30120
H 0.85287 3.35714 0.55749
H 0.41768 4.50978 -0.72470
H 1.09481 2.92385 -1.12656
H -1.97507 3.41800 1.76187
H -3.39878 3.29084 0.73060
H -2.34152 4.70088 0.59854
H -1.51974 2.75961 -3.04706
H -1.55612 4.39690 -2.39708
H -3.00094 3.38423 -2.32405
*
```

These are the Löwdin partial charges, in e, on atoms 1 to 99: 0.41 -0.08 -0.57 -0.05 0.55 -0.12 -0.10 -0.35 0.34 -0.18 -0.27 -0.33 0.08 0.08 0.09 0.09 0.01 0.07 0.04 -0.08 -0.23 -0.05 -0.01 -0.04 -0.56 0.04 -0.17 -0.24 -0.30 -0.13 -0.11 -0.26 0.00 -0.26 0.00 -0.14 -0.11 -0.17 -0.10 0.04 -0.11 -0.16 0.07 0.07 0.06 0.11 0.10 0.13 -0.01 0.08 0.14 0.13 0.13 0.13 0.17 0.17 0.13 0.13 0.14 0.13 0.72 -0.79 0.03 -0.21 0.47 -0.19 -0.23 0.50 0.44 -0.23 -0.22 -0.20 0.46 -0.19 -0.20 -0.22 0.02 0.01 0.00 0.03 0.01 0.00 0.03 -0.02 0.01 0.02 0.03 0.00 0.00 0.02 0.03 0.00 0.03 0.01 0.02 0.03 0.04 0.01 0.01

***

# 3
# C28H52N4NiO2P

A molecular structure, C28H52N4NiO2P (wB97M-V/def2-TZVPD, the OMol25 dataset).

As for the expectation value of S²: 2.013.

The geometry in ORCA input format:
```
! wB97M-V def2-TZVPD RIJCOSX def2/J DEFGRID3
* xyz 1 3
Ni 2.08017 0.80161 1.78360
C 4.09913 2.98605 -0.19856
C 4.02740 1.60525 0.39678
C 4.08776 1.42731 1.79607
C 4.07263 0.13808 2.36774
C 4.23570 -0.04705 3.86003
C 4.01712 -0.97278 1.50484
C 3.92794 -0.81553 0.12804
C 3.85239 -2.00509 -0.78751
C 3.92776 0.48179 -0.40641
H 3.10230 3.40868 -0.33968
H 4.58685 2.96228 -1.17182
H 4.65783 3.66227 0.44778
H 4.26200 2.28958 2.42888
H 3.27700 -0.00714 4.37998
H 4.87838 0.72724 4.27968
H 4.68401 -1.01482 4.07960
H 4.05514 -1.96961 1.92945
H 2.85430 -2.09574 -1.22057
H 4.07619 -2.92901 -0.25637
H 4.55887 -1.90242 -1.61205
H 3.87615 0.60905 -1.48266
C 0.20446 2.06224 -0.92514
O 0.17764 0.93313 1.16871
C -0.73418 1.72606 1.95146
C 0.06046 2.80837 2.63309
O 1.22905 2.20079 3.18428
C 1.93547 3.04769 4.08543
H -0.69399 2.43744 -1.41933
H 1.00162 1.97249 -1.66160
H 0.52238 2.80623 -0.19833
H -1.17236 1.05051 2.68653
H -1.53613 2.11347 1.32660
H -0.54401 3.25221 3.42868
H 0.36050 3.60175 1.94115
H 1.30170 3.29687 4.93730
H 2.24980 3.96730 3.58543
H 2.80817 2.50309 4.43490
N -0.01099 0.79901 -0.22400
P -1.23092 -0.38775 -0.69782
N -0.38692 -1.06863 -2.05542
C 0.66923 -0.43006 -2.85712
C 0.78121 -1.07813 -4.22956
C -0.52147 -0.89837 -5.01425
C -1.75343 -1.19173 -4.13031
C -1.32234 -1.88819 -2.84714
N -0.93790 -1.50669 0.52844
C 0.42182 -2.02005 0.71892
C 0.42673 -3.20165 1.67749
C -0.33360 -4.38374 1.07073
C -1.59786 -3.89234 0.33515
C -1.99807 -2.49534 0.79778
N -3.14963 1.07947 0.18793
C -3.51039 1.97696 -0.90699
C -4.90864 2.56438 -0.71759
C -5.97567 1.46002 -0.78800
C -5.39702 0.11223 -0.33118
C -4.29810 0.34300 0.69668
H 1.62268 -0.49622 -2.32296
H 0.46758 0.63182 -3.03088
H 1.02524 -2.13754 -4.11856
H 1.61175 -0.62011 -4.76945
H -0.51311 -1.54563 -5.89158
H -0.56929 0.12839 -5.38369
H -2.48474 -1.80261 -4.66146
H -2.25510 -0.26018 -3.85351
H -0.85364 -2.84827 -3.08328
H -2.19389 -2.11942 -2.22847
H 1.06016 -1.22988 1.12066
H 0.84858 -2.31599 -0.24811
H -0.03351 -2.89371 2.62046
H 1.45806 -3.47931 1.90614
H -0.58955 -5.10129 1.85141
H 0.31765 -4.90439 0.36602
H -2.43517 -4.57362 0.49223
H -1.41125 -3.86049 -0.74078
H -2.22751 -2.51286 1.86783
H -2.90617 -2.18331 0.28318
H -3.48606 1.45811 -1.87612
H -2.76999 2.77859 -0.96668
H -5.08933 3.32921 -1.47392
H -4.94162 3.06715 0.25247
H -6.35792 1.37228 -1.80629
H -6.82289 1.73411 -0.15725
H -4.96250 -0.42362 -1.18058
H -6.17944 -0.52490 0.08344
H -3.95286 -0.59475 1.12908
H -4.70980 0.91644 1.54088
*
```

Per-atom Löwdin charges, elementary charge units: 0.51 -0.02 -0.26 -0.08 -0.30 -0.03 -0.01 -0.25 -0.03 0.00 0.08 0.09 0.09 0.13 0.08 0.09 0.09 0.13 0.06 0.09 0.09 0.13 -0.07 -0.26 -0.13 -0.16 -0.24 -0.05 0.07 0.07 0.08 0.14 0.11 0.14 0.13 0.10 0.10 0.08 -0.25 1.05 -0.27 -0.23 -0.19 -0.18 -0.17 -0.26 -0.25 -0.22 -0.18 -0.18 -0.16 -0.23 -0.07 -0.28 -0.19 -0.19 -0.19 -0.26 0.09 0.09 0.11 0.11 0.11 0.11 0.11 0.10 0.12 0.09 0.07 0.10 0.12 0.11 0.11 0.11 0.11 0.10 0.12 0.08 0.11 0.09 0.11 0.11 0.11 0.11 0.11 0.11 0.08 0.13

***

no.,E_tot (Eh)
1,-3609.37429
2,-6612.05986
3,-3316.92816